Record 1
Density functional theory data (ωB97M-V/def2-TZVPD) for a single C5H4O2 molecule in a non-equilibrium geometry.

Computed properties:
Net charge ... 0
E_tot ... -9337.182 eV
LUMO level (alpha / beta) ... -0.94 / -0.93 eV
Energy above the lowest of the compared OMol25 structures with the same formula, charge and spin ... 675.44 kJ/mol

Last columns: bonded neighbours and bond lengths (Å).
Atoms and positions in Å:
1 C 1.349 0.271 0.745  C2 1.455, C3 1.369, H8 1.076
2 C 0.258 -0.199 1.586  C1 1.455, O6 1.356, H9 1.072
3 C 0.852 0.649 -0.474  C1 1.369, C5 1.455
4 C -1.230 -0.824 -0.187  C5 1.546, O6 1.285
5 C -0.269 -0.033 -1.103  C3 1.455, C4 1.546, O7 1.404, H10 1.136
6 O -0.861 -0.734 1.040  C2 1.356, C4 1.285
7 O -0.952 0.672 -2.107  C5 1.404, H11 0.947
8 H 2.288 0.671 1.085  C1 1.076
9 H 0.194 -0.317 2.649  C2 1.072
10 H 0.198 -1.011 -1.442  C5 1.136
11 H -1.827 0.855 -1.792  O7 0.947



Record 2
Density functional theory data (ωB97M-V/def2-TZVPD) for a single C5H4O3 molecule in a non-equilibrium geometry.

Computed properties:
Net charge ... 0
E_tot ... -11388.133 eV
SMILES string ... O=COc1ccoc1
LUMO level ... 0.87 eV
Energy above the lowest of the compared OMol25 structures with the same formula, charge and spin ... 408.69 kJ/mol

Last columns: bonded neighbours and bond lengths (Å).
Atoms and positions in Å:
1 O 2.380 0.925 0.169  C2 1.216
2 C 2.253 -0.284 0.161  O1 1.216, O3 1.301, H9 1.165
3 O 1.158 -0.935 -0.105  C2 1.301, C4 1.379
4 C -0.036 -0.271 -0.292  O3 1.379, C5 1.346, C8 1.489
5 C -1.116 -1.052 -0.101  C4 1.346, C6 1.418, H10 1.226
6 C -2.324 -0.381 0.216  C5 1.418, O7 1.374, H11 1.315
7 O -1.945 0.932 0.074  C6 1.374, C8 1.340
8 C -0.644 1.086 -0.210  C4 1.489, O7 1.340, H12 1.239
9 H 3.102 -1.080 0.216  C2 1.165
10 H -0.999 -2.260 -0.266  C5 1.226
11 H -3.380 -0.841 0.850  C6 1.315
12 H -0.261 2.216 -0.545  C8 1.239



Record 3
Density functional theory data (ωB97M-V/def2-TZVPD) for 2 unconnected molecules or ions with the total composition C5H4O4S in a non-equilibrium geometry.

Computed properties:
Net charge ... 0
E_tot ... -24273.270 eV
LUMO level (alpha / beta) ... -0.62 / -0.62 eV
Energy above the lowest of the compared OMol25 structures with the same formula, charge and spin ... 0.00 kJ/mol

Last columns: bonded neighbours and bond lengths (Å).
Atoms and positions in Å:
1 C -1.407 0.921 0.879  C2 1.396, C3 1.404, H11 1.134
2 C -2.054 -0.042 0.102  C1 1.396, C4 1.398, H12 1.048
3 C -0.020 1.069 0.715  C1 1.404, C5 1.386, H13 1.129
4 C -1.351 -0.654 -0.940  C2 1.398, O8 1.277, H14 1.104
5 C 0.615 0.483 -0.369  C3 1.386, O6 1.230, O8 1.386
6 O 1.749 0.759 -0.758  C5 1.230
7 O 3.325 -0.805 1.014  S10 1.430
8 O -0.126 -0.374 -1.167  C4 1.277, C5 1.386
9 O 2.153 -2.016 -0.787  S10 1.471
10 S 3.171 -1.033 -0.390  O7 1.430, O9 1.471
11 H -1.990 1.411 1.719  C1 1.134
12 H -3.087 0.030 0.267  C2 1.048
13 H 0.656 1.725 1.338  C3 1.129
14 H -1.635 -1.474 -1.622  C4 1.104



Record 4
Density functional theory data (ωB97M-V/def2-TZVPD) for a single C5H4S molecule in a non-equilibrium geometry.

Computed properties:
Net charge ... 0
E_tot ... -16078.317 eV
SMILES string ... C1#S2=C1[C@H]1C[C@H]12
LUMO level ... -0.50 eV
Energy above the lowest of the compared OMol25 structures with the same formula, charge and spin ... 483.70 kJ/mol

Last columns: bonded neighbours and bond lengths (Å).
Atoms and positions in Å:
1 C -1.603 -0.407 -1.577  S2 1.769, C3 1.434
2 S 0.092 -0.130 -1.998  C1 1.769, C3 2.209, C6 1.822
3 C -1.367 0.430 -0.437  C1 1.434, S2 2.209, C4 1.485
4 C -0.332 0.650 0.606  C3 1.485, C5 1.549, C6 1.556, H7 1.078
5 C 0.348 -0.730 0.784  C4 1.549, C6 1.535, H8 1.049, H9 1.002
6 C 0.806 0.194 -0.353  S2 1.822, C4 1.556, C5 1.535, H10 1.115
7 H -0.495 1.501 1.247  C4 1.078
8 H 0.970 -0.751 1.629  C5 1.049
9 H -0.209 -1.470 0.404  C5 1.002
10 H 1.791 0.713 -0.306  C6 1.115